# 1
DFT (wB97M-V/def2-TZVPD) results for 2 unconnected molecules or ions with the total composition C5H13ClNS.

## Properties
HOMO-LUMO gap (alpha / beta) (eV): 6.633 / 6.582
Spin multiplicity: 1
Net charge: +1
ΔE to the lowest compared entry with this formula, charge and spin (eV): 1.954

CARTESIAN COORDINATES (ANGSTROEM)
1 C -1.1328 0.5566 -1.0714
2 C 0.5936 1.7917 0.2530
3 C 0.2187 -2.0104 -0.5080
4 C -0.1723 0.4786 0.0655
5 C 0.7264 -0.7426 0.1704
6 N -1.1582 0.3135 1.3058
7 S 2.0524 -0.7909 1.2499
8 Cl 1.8501 0.2749 -2.2858
9 H -1.8421 -0.2878 -1.2514
10 H -1.7198 1.4448 -0.9974
11 H -0.5852 0.6070 -2.0493
12 H 1.1219 1.5479 1.2296
13 H -0.1773 2.5995 0.2685
14 H 1.2920 2.0160 -0.4374
15 H -0.6889 -2.3411 -0.0908
16 H 0.9990 -2.7038 -0.3670
17 H 0.2475 -1.6240 -1.5586
18 H -1.4865 1.2655 1.6089
19 H -0.6936 0.0968 2.2725
20 H -1.7369 -0.3887 0.9859
21 H 2.2922 -2.1033 1.2070

---

# 2
DFT (wB97M-V/def2-TZVPD) results for a molecular structure, C5H13CoN5O6Se.

## Properties
Expectation value of S²: 6.011
HOMO-LUMO gap (alpha / beta) (eV): 10.680 / 6.576
Spin multiplicity: 5
Net charge: +1
ΔE to the lowest compared entry with this formula, charge and spin (eV): 0.355

CARTESIAN COORDINATES (ANGSTROEM)
1 Co -0.0267 0.2807 -0.1051
2 C 3.0155 -0.0908 -0.1440
3 O 1.8953 0.8138 0.0318
4 C 2.1809 2.1946 -0.3310
5 C 1.1067 3.0955 0.2748
6 O -0.1333 2.4832 -0.0754
7 C -1.3535 3.2645 0.0399
8 H 3.7580 0.2143 0.5761
9 H 3.3595 -0.0768 -1.1768
10 H 2.6044 -1.0589 0.0909
11 H 2.1025 2.2903 -1.4557
12 H 3.1771 2.4319 -0.0142
13 H 1.1920 4.1188 -0.1145
14 H 1.1965 3.1458 1.3449
15 H -1.2275 4.2632 -0.4163
16 H -1.5749 3.4325 1.0779
17 H -2.1023 2.6904 -0.4842
18 O -1.9048 0.3368 0.8756
19 Se -2.6424 -0.1493 -0.5531
20 O -3.7795 1.1050 -0.7838
21 O -1.2647 0.0656 -1.5383
22 O -3.5060 -1.4338 -0.7708
23 N -2.2715 -4.4802 0.2393
24 N -1.0431 -3.8494 0.3578
25 N 0.0700 -4.4171 0.7934
26 C 0.8954 -3.4123 0.8743
27 N 0.3217 -2.2408 0.5075
28 N -0.9098 -2.5742 0.1730
29 H -2.1662 -5.1744 -0.4558
30 H -2.8826 -3.7358 -0.0836
31 H 1.9133 -3.5329 1.2456

---

# 3
DFT (wB97M-V/def2-TZVPD) results for a molecular structure, C5H13N.

## Properties
HOMO-LUMO gap (eV): 9.368
Spin multiplicity: 1
Net charge: 0
ΔE to the lowest compared entry with this formula, charge and spin (eV): 4.711

CARTESIAN COORDINATES (ANGSTROEM)
1 C -1.1968 1.2390 0.5964
2 C 0.0758 1.0142 -0.0792
3 C 0.6360 -0.3988 -0.0340
4 C 1.0800 -0.7928 -1.4418
5 C 1.7179 -0.6013 1.0153
6 N -2.4724 -0.0285 -0.0451
7 H -1.7322 2.1972 0.5210
8 H -1.2889 0.8103 1.6132
9 H -0.9124 0.9659 -0.6819
10 H 0.6967 1.8482 -0.3201
11 H -0.2478 -1.0214 0.1948
12 H 1.4589 -1.8301 -1.5004
13 H 1.9141 -0.1844 -1.7923
14 H 0.2511 -0.7189 -2.1374
15 H 2.5626 0.0790 0.7906
16 H 2.1207 -1.6211 1.0494
17 H 1.3648 -0.3754 2.0259
18 H -2.7944 -0.2743 0.8845
19 H -3.2337 -0.3069 -0.6587

---

# 4
DFT (wB97M-V/def2-TZVPD) results for 2 unconnected molecules or ions with the total composition C5H13N.

## Properties
SMILES: C=NC.CCC
HOMO-LUMO gap (eV): 10.635
Spin multiplicity: 1
Net charge: 0
ΔE to the lowest compared entry with this formula, charge and spin (eV): 1.770

CARTESIAN COORDINATES (ANGSTROEM)
1 C 2.1139 -1.3002 -0.9126
2 N 1.6537 -2.0995 -0.0534
3 C 0.5292 -1.5659 0.7533
4 H 2.7520 -1.7315 -1.6832
5 H 2.0169 -0.2020 -0.9243
6 H -0.0920 -0.9219 0.1225
7 H 0.9655 -0.8906 1.4989
8 H -0.0759 -2.3377 1.2226
9 C -0.3950 2.3848 0.2186
10 C -1.1364 1.2754 -0.4733
11 C -2.2920 0.7157 0.3347
12 H -0.9866 2.9388 0.9629
13 H 0.0506 3.1051 -0.4742
14 H 0.4583 2.0666 0.8360
15 H -0.4659 0.4831 -0.7996
16 H -1.5211 1.6496 -1.4378
17 H -2.9133 0.1345 -0.3678
18 H -1.9841 0.0456 1.1295
19 H -2.9797 1.5017 0.6491

---

# 5
DFT (wB97M-V/def2-TZVPD) results for 2 unconnected molecules or ions with the total composition C5H13N.

## Properties
HOMO-LUMO gap (eV): 4.254
Spin multiplicity: 1
Net charge: 0
ΔE to the lowest compared entry with this formula, charge and spin (eV): 7.839

CARTESIAN COORDINATES (ANGSTROEM)
1 C -2.0309 -0.7562 2.0644
2 C -0.8510 -0.0613 1.3978
3 C -0.3155 -0.6547 0.0765
4 C -0.0283 0.0820 -1.1828
5 C 1.3688 0.1563 -1.6597
6 N 1.9747 1.4719 -1.1123
7 H -2.0404 -0.6153 3.1592
8 H -1.8353 -1.8408 1.9567
9 H -3.0339 -0.5615 1.6641
10 H -1.2016 0.9779 1.1628
11 H -0.0625 0.0897 2.1214
12 H -1.0570 -1.4371 -0.1380
13 H 0.6611 -1.0650 0.3114
14 H -0.8689 0.2630 -1.8359
15 H -0.2612 -2.2018 2.0309
16 H 1.4121 0.2318 -2.7511
17 H 1.9751 -0.7003 -1.3577
18 H 2.0493 2.0893 -1.9214
19 H 1.1371 1.7888 -0.6055

---

# 6
DFT (wB97M-V/def2-TZVPD) results for a single C5H13N molecule.

## Properties
SMILES: CCCN(C)C
HOMO-LUMO gap (eV): 9.663
Spin multiplicity: 1
Net charge: 0
ΔE to the lowest compared entry with this formula, charge and spin (eV): 0.752

CARTESIAN COORDINATES (ANGSTROEM)
1 C 2.1719 0.0590 -0.7657
2 C 1.4786 -0.1806 0.5794
3 C 0.0810 -0.7890 0.4971
4 N -0.8308 -0.0141 -0.3361
5 C -2.1204 -0.6792 -0.4002
6 C -0.9515 1.3488 0.1542
7 H 3.1103 0.5564 -0.5943
8 H 2.4086 -0.9178 -1.2735
9 H 1.5210 0.6630 -1.4406
10 H 1.4876 0.7852 1.1363
11 H 2.1337 -0.8594 1.1744
12 H 0.1675 -1.7896 0.0445
13 H -0.3902 -0.8953 1.5131
14 H -1.9552 -1.6885 -0.7582
15 H -2.7611 -0.0939 -1.0576
16 H -2.5719 -0.6735 0.6043
17 H -1.7725 1.8798 -0.3715
18 H -1.2120 1.3583 1.2592
19 H 0.0053 1.9304 0.0351

---

# 7
DFT (wB97M-V/def2-TZVPD) results for a gas-phase ion, C5H13N2 (charge +1).

## Properties
SMILES: NC[C@@H]1CCC[NH2+]1
HOMO-LUMO gap (eV): 11.808
Spin multiplicity: 1
Net charge: +1
ΔE to the lowest compared entry with this formula, charge and spin (eV): 0.730

CARTESIAN COORDINATES (ANGSTROEM)
1 N -2.3171 0.5668 -0.4264
2 C -1.4991 -0.1775 0.5531
3 C -0.2714 -0.7777 -0.1482
4 C 0.8444 -1.0798 0.8464
5 C 1.9552 -0.0495 0.5593
6 C 1.3032 1.0614 -0.2352
7 N 0.2542 0.3374 -1.0318
8 H -2.7734 1.3352 0.0607
9 H -3.1053 -0.0103 -0.7073
10 H -2.0311 -0.9779 1.0772
11 H -1.1785 0.4955 1.3543
12 H -0.5510 -1.5903 -0.8094
13 H 1.2396 -2.0911 0.7938
14 H 0.5109 -0.9382 1.8627
15 H 2.7103 -0.5439 -0.0421
16 H 2.4138 0.2506 1.4969
17 H 0.7679 1.7623 0.3827
18 H 1.9915 1.6123 -0.8533
19 H -0.6143 0.8896 -1.2217
20 H 0.6188 0.0965 -1.9528

---

# 8
DFT (wB97M-V/def2-TZVPD) results for a gas-phase ion, C5H13N2 (charge +1).

## Properties
SMILES: CN/C=C/CC[NH3+]
HOMO-LUMO gap (eV): 6.802
Spin multiplicity: 1
Net charge: +1
ΔE to the lowest compared entry with this formula, charge and spin (eV): 5.456

CARTESIAN COORDINATES (ANGSTROEM)
1 C 0.0872 -2.1608 -1.7346
2 N 0.3520 -0.7153 -1.5836
3 C -0.5533 0.1962 -1.0320
4 C -0.3721 1.4532 -0.5450
5 C -0.1992 1.7565 0.9641
6 C -0.2694 0.5818 1.9652
7 N 0.7687 -0.5173 1.5180
8 H 1.0549 -2.6775 -1.7262
9 H -0.4843 -2.4167 -2.6175
10 H -0.4489 -2.4926 -0.8287
11 H 0.8767 -0.4739 -2.4305
12 H -1.4375 -0.4025 -0.7069
13 H -0.7055 2.3464 -1.0601
14 H 0.7526 2.2320 1.2402
15 H -0.9368 2.5240 1.2495
16 H -1.2215 0.0773 2.0170
17 H 0.0063 0.7815 2.9890
18 H 0.8552 -0.3331 0.4882
19 H 1.5678 -0.2787 2.0923
20 H 0.3190 -1.3768 1.8124

---

# 9
DFT (wB97M-V/def2-TZVPD) results for a gas-phase ion, C5H13N2 (charge +1).

## Properties
SMILES: CN/C=C/CC[NH3+]
HOMO-LUMO gap (eV): 8.573
Spin multiplicity: 1
Net charge: +1
ΔE to the lowest compared entry with this formula, charge and spin (eV): 2.052

CARTESIAN COORDINATES (ANGSTROEM)
1 C -0.2165 2.7750 -1.6315
2 N -0.7307 1.5848 -0.9430
3 C 0.1595 0.5502 -0.7840
4 C -0.1545 -0.7514 -0.7819
5 C 0.7342 -1.7622 -0.0765
6 C 0.7143 -1.6343 1.4427
7 N -0.5437 -0.9430 1.9205
8 H 0.4914 3.3166 -0.9921
9 H -1.0225 3.4514 -1.8860
10 H 0.3209 2.5117 -2.5439
11 H -1.6325 1.2841 -1.2912
12 H 1.1707 0.9099 -0.6150
13 H -1.1924 -1.0220 -0.8755
14 H 0.3669 -2.7550 -0.3506
15 H 1.7156 -1.6961 -0.5238
16 H 1.5301 -1.0478 1.8420
17 H 0.7428 -2.6001 1.9313
18 H -0.6288 -0.0427 1.4223
19 H -1.3986 -1.4886 1.8509
20 H -0.4263 -0.6405 2.8853

---

# 10
DFT (wB97M-V/def2-TZVPD) results for a gas-phase ion, C5H13N2 (charge +1).

## Properties
SMILES: C=NCC[C@@H](C)[NH3+]
HOMO-LUMO gap (eV): 9.746
Spin multiplicity: 1
Net charge: +1
ΔE to the lowest compared entry with this formula, charge and spin (eV): 4.346

CARTESIAN COORDINATES (ANGSTROEM)
1 C -2.7681 -1.1204 0.7582
2 N -1.9497 -0.2097 0.3990
3 C -0.8050 0.0793 1.3974
4 C 0.6351 0.0634 0.8684
5 C 0.7569 0.7718 -0.5299
6 C 2.2064 0.7356 -0.9351
7 N 0.0242 -0.3851 -1.4729
8 H -3.8109 -0.8228 0.6313
9 H -2.4957 -2.1428 1.0317
10 H -1.1052 1.1185 1.4750
11 H -0.7869 -0.6367 2.2133
12 H 1.1866 0.8382 1.4087
13 H 1.1656 -0.8836 0.9445
14 H 0.2406 1.7047 -0.3331
15 H 2.4165 0.9238 -1.9896
16 H 2.7141 1.5970 -0.4879
17 H 2.7668 -0.1124 -0.5465
18 H -0.6858 -0.0222 -2.1108
19 H 0.7584 -0.7521 -2.0667
20 H -0.4640 -0.7444 -0.6551

---

DFT total energy? In order: -1111.07974, -4707.24081, -252.88994, -252.99803, -252.77502, -253.03543, -307.59479, -307.42112, -307.54619, -307.46190 hartree.